The following is a quantum chemistry calculation of the molecule C7H8BrF at a distorted geometry, from the OMol25 dataset.

Its total energy is -2945.2549 a.u. The calculation puts the relative energy (zero: lowest compared OMol25 entry of this formula, charge and spin) at 160.3 kJ/mol. The spin multiplicity is 1. As for the SMILES: F[C@]1(Br)[C@@]2(CC2)[C@]12CC2.

Each line ends with the Mulliken charge.
Positions of all 17 atoms, in Å:
F -1.749 -0.321 1.856  -0.330
C -1.293 -0.045 0.525  0.315
Br -2.874 0.090 -0.578  -0.173
C -0.020 -0.687 0.104  0.253
C 0.299 -1.591 -0.980  -0.537
C 0.690 -1.920 0.432  -0.615
C -0.063 0.725 0.293  0.441
C 0.618 1.969 0.618  -0.260
C 0.025 1.783 -0.706  -1.082
H 1.077 -1.451 -1.729  0.275
H -0.523 -2.335 -1.213  0.222
H 0.194 -2.824 0.765  0.238
H 1.752 -1.990 0.862  0.205
H 1.665 1.917 0.671  0.245
H 0.190 2.626 1.416  0.223
H -0.836 2.377 -1.054  0.250
H 0.849 1.677 -1.281  0.331

---

The following is a quantum chemistry calculation of a cluster of 2 separate species, C2H6NS2 in total at a distorted geometry, from the OMol25 dataset.

Its total energy is -930.5570 a.u. The charge is +1. The calculation puts the relative energy (zero: lowest compared OMol25 entry of this formula, charge and spin) at 238.8 kJ/mol. The spin multiplicity is 1.

Each line ends with the Mulliken charge.
Positions of all 11 atoms, in Å:
C -1.788 -0.352 -1.065  0.480
C 1.126 0.088 1.258  -0.770
N 0.944 0.392 -0.124  -0.659
S -2.447 -1.472 -2.051  0.076
S -3.364 0.128 -1.029  0.086
H -0.761 0.152 -0.567  0.380
H 0.436 -0.675 1.490  0.279
H 2.073 -0.308 1.428  0.351
H 1.066 1.092 1.793  0.265
H 1.329 -0.304 -0.772  0.272
H 1.385 1.258 -0.363  0.240

---

Number 2 is which compound?
C2H6NS2